[1]
{"formula": "C39H63BMnN7", "method": "wB97M-V/def2-TZVPD", "charge": -1, "lumo_ev": [2.4, 2.4], "mol_weight_g_mol": 695.73, "e_tot_ev": -83898.2525, "homo_ev": [-2.20, -2.55], "spin_multiplicity": 6, "elements": ["Mn", "C", "C", "C", "C", "C", "C", "C", "C", "C", "N", "N", "B", "N", "N", "C", "C", "C", "C", "C", "C", "C", "C", "C", "N", "N", "C", "C", "C", "C", "C", "C", "C", "C", "C", "H", "H", "H", "H", "H", "H", "H", "H", "H", "H", "H", "H", "H", "H", "H", "H", "H", "H", "H", "H", "H", "H", "H", "H", "H", "H", "H", "H", "H", "H", "H", "H", "H", "H", "H", "H", "H", "H", "H", "H", "H", "H", "H", "H", "H", "H", "C", "C", "C", "C", "C", "C", "C", "C", "C", "C", "C", "C", "N", "H", "H", "H", "H", "H", "H", "H", "H", "H", "H", "H", "H", "H", "H", "H", "H", "H"], "xyz": [[-0.12, -0.25, 0.90], [-1.27, -3.52, 2.08], [-2.26, -3.49, 0.92], [-3.47, -2.61, 1.25], [-1.60, -3.03, -0.35], [-1.31, -3.80, -1.48], [-0.68, -2.94, -2.37], [0.07, -3.41, -3.59], [-0.30, -2.83, -4.95], [1.57, -3.26, -3.33], [-0.67, -1.71, -1.80], [-1.18, -1.79, -0.53], [-0.19, -0.33, -2.33], [1.24, -0.10, -1.74], [1.56, -0.69, -0.55], [2.87, -0.63, -0.42], [3.43, 0.02, -1.53], [2.37, 0.36, -2.34], [2.45, 1.12, -3.63], [1.32, 2.13, -3.83], [2.58, 0.18, -4.84], [3.61, -1.23, 0.75], [4.52, -2.36, 0.25], [2.68, -1.73, 1.85], [-1.17, 0.78, -1.85], [-1.06, 1.14, -0.54], [-1.97, 2.06, -0.28], [-2.73, 2.30, -1.43], [-2.20, 1.47, -2.41], [-2.78, 1.43, -3.81], [-2.61, 0.14, -4.60], [-2.33, 2.64, -4.63], [-2.13, 2.63, 1.10], [-2.31, 4.14, 1.06], [-3.30, 1.96, 1.82], [-1.74, -3.90, 2.98], [-0.92, -2.51, 2.31], [-0.40, -4.14, 1.84], [-2.61, -4.51, 0.73], [-3.15, -1.59, 1.43], [-3.96, -2.97, 2.16], [-4.19, -2.61, 0.44], [-1.49, -4.85, -1.63], [-0.17, -4.47, -3.64], [-0.02, -1.79, -5.04], [-1.36, -2.93, -5.16], [0.25, -3.38, -5.72], [1.84, -2.21, -3.24], [2.15, -3.70, -4.15], [1.86, -3.76, -2.40], [-0.11, -0.36, -3.51], [4.47, 0.25, -1.71], [3.38, 1.69, -3.55], [0.41, 1.63, -4.15], [1.60, 2.85, -4.61], [1.10, 2.68, -2.92], [1.68, -0.43, -4.94], [3.43, -0.49, -4.73], [2.70, 0.76, -5.76], [4.25, -0.45, 1.17], [3.92, -3.17, -0.17], [5.11, -2.76, 1.07], [5.20, -2.01, -0.53], [2.01, -2.50, 1.47], [2.08, -0.92, 2.27], [3.27, -2.16, 2.66], [-3.55, 2.98, -1.56], [-3.85, 1.55, -3.64], [-1.62, 0.09, -5.05], [-3.34, 0.11, -5.41], [-2.74, -0.74, -3.98], [-1.26, 2.61, -4.83], [-2.55, 3.57, -4.11], [-2.86, 2.66, -5.59], [-1.22, 2.36, 1.65], [-3.24, 4.42, 0.55], [-1.48, 4.63, 0.54], [-2.35, 4.54, 2.08], [-4.23, 2.08, 1.26], [-3.43, 2.39, 2.81], [-3.11, 0.89, 1.95], [0.28, -1.95, 4.94], [-0.60, -0.74, 5.27], [-1.97, -0.80, 4.60], [0.18, 0.55, 5.04], [0.60, 1.20, 6.19], [1.37, 2.36, 6.16], [1.73, 2.84, 4.91], [1.35, 2.23, 3.72], [1.79, 2.97, 2.46], [0.71, 3.97, 2.01], [2.26, 2.14, 1.26], [0.53, 1.03, 3.71], [0.08, 0.50, 2.58], [-0.26, -2.89, 5.08], [1.16, -1.95, 5.60], [0.63, -1.88, 3.92], [-0.79, -0.78, 6.35], [-1.86, -0.71, 3.52], [-2.59, 0.03, 4.94], [-2.48, -1.73, 4.85], [0.31, 0.79, 7.15], [1.69, 2.85, 7.07], [2.35, 3.73, 4.84], [2.66, 3.56, 2.77], [-0.23, 3.45, 1.82], [1.01, 4.49, 1.10], [0.53, 4.71, 2.79], [1.42, 1.72, 0.71], [2.89, 1.32, 1.59], [2.83, 2.77, 0.58]], "lowdin_charge": [0.780, -0.070, -0.369, -0.062, -0.275, 0.028, -0.204, -0.343, -0.066, -0.042, 0.047, 0.083, -0.505, 0.048, 0.069, -0.278, 0.029, -0.219, -0.344, -0.061, -0.056, -0.371, -0.069, -0.083, 0.059, 0.056, -0.252, 0.027, -0.187, -0.353, -0.071, -0.059, -0.387, -0.080, -0.049, 0.078, 0.037, 0.083, 0.130, 0.057, 0.077, 0.078, 0.106, 0.127, 0.037, 0.079, 0.077, 0.061, 0.079, 0.084, 0.091, 0.113, 0.134, 0.040, 0.082, 0.095, 0.053, 0.081, 0.077, 0.132, 0.078, 0.073, 0.068, 0.076, 0.037, 0.084, 0.112, 0.132, 0.061, 0.079, 0.083, 0.058, 0.078, 0.076, 0.074, 0.073, 0.074, 0.085, 0.076, 0.081, 0.055, -0.076, -0.389, -0.090, -0.165, -0.103, -0.152, -0.108, -0.157, -0.370, -0.071, -0.083, -0.342, -0.134, 0.064, 0.075, 0.040, 0.109, 0.019, 0.074, 0.065, 0.091, 0.069, 0.094, 0.112, 0.022, 0.078, 0.083, 0.031, 0.065, 0.076]}

---

[2]
{"formula": "C3H7N3O2", "method": "wB97M-V/def2-TZVPD", "smiles": "N/C=C/[N+](=O)[O-].C=N", "lumo_ev": 0.3, "mol_weight_g_mol": 117.11, "e_tot_ev": -11784.5356, "homo_ev": -9.08, "elements": ["N", "C", "C", "N", "O", "O", "H", "H", "H", "H", "C", "N", "H", "H", "H"], "xyz": [[-0.76, 2.16, -0.32], [0.35, 1.49, -0.17], [0.35, 0.21, -0.44], [1.64, -0.54, -0.34], [1.69, -1.64, -0.79], [2.55, 0.07, 0.23], [-0.85, 3.24, -0.35], [-1.50, 1.66, -0.80], [1.23, 2.07, 0.27], [-0.51, -0.17, -1.05], [-0.91, -1.34, 0.88], [-1.08, -2.34, 0.21], [-0.12, -1.20, 1.70], [-1.62, -0.52, 0.66], [-0.48, -3.14, 0.33]], "lowdin_charge": [0.066, -0.213, -0.131, -0.403, 0.074, 0.017, 0.167, 0.099, 0.165, 0.135, -0.246, 0.038, 0.117, 0.066, 0.048]}

---

[3]
{"formula": "C28H32N4O4", "method": "wB97M-V/def2-TZVPD", "smiles": "O=C(Nc1ccc(OCc2ccccc2)cc1)Nc1ccccc1C(=O)NCCCN1CCOCC1", "lumo_ev": 0.7, "mol_weight_g_mol": 488.59, "e_tot_ev": -43707.2865, "homo_ev": -8.06, "elements": ["O", "C", "N", "C", "C", "C", "C", "O", "C", "C", "C", "C", "C", "C", "C", "C", "C", "N", "C", "C", "C", "C", "C", "C", "C", "O", "N", "C", "C", "C", "N", "C", "C", "O", "C", "C", "H", "H", "H", "H", "H", "H", "H", "H", "H", "H", "H", "H", "H", "H", "H", "H", "H", "H", "H", "H", "H", "H", "H", "H", "H", "H", "H", "H", "H", "H", "H", "H"], "xyz": [[4.75, 2.05, 0.58], [3.61, 1.88, 0.18], [2.64, 2.79, 0.53], [1.25, 2.79, 0.33], [0.41, 3.13, 1.39], [-0.96, 3.14, 1.23], [-1.53, 2.80, 0.01], [-2.89, 2.83, -0.03], [-3.55, 2.56, -1.26], [-3.56, 1.09, -1.60], [-3.16, 0.63, -2.85], [-3.19, -0.72, -3.14], [-3.62, -1.63, -2.19], [-4.02, -1.18, -0.94], [-3.99, 0.17, -0.65], [-0.70, 2.49, -1.06], [0.68, 2.51, -0.91], [3.18, 0.83, -0.58], [3.91, -0.24, -1.05], [5.30, -0.30, -0.96], [5.99, -1.40, -1.44], [5.31, -2.46, -2.02], [3.93, -2.42, -2.10], [3.22, -1.33, -1.62], [1.73, -1.30, -1.71], [1.10, -0.29, -1.98], [1.12, -2.48, -1.46], [-0.32, -2.55, -1.29], [-0.73, -2.43, 0.18], [-0.25, -1.12, 0.79], [-0.64, -1.01, 2.19], [-1.99, -0.50, 2.33], [-2.37, -0.49, 3.81], [-1.48, 0.30, 4.57], [-0.17, -0.18, 4.42], [0.27, -0.17, 2.95], [2.97, 3.44, 1.24], [0.84, 3.39, 2.35], [-1.60, 3.40, 2.06], [-4.58, 2.90, -1.09], [-3.12, 3.15, -2.07], [-2.83, 1.33, -3.61], [-2.87, -1.07, -4.11], [-3.65, -2.68, -2.42], [-4.37, -1.88, -0.20], [-4.30, 0.53, 0.32], [-1.10, 2.22, -2.02], [1.29, 2.31, -1.77], [2.19, 0.81, -0.83], [5.83, 0.52, -0.51], [7.06, -1.42, -1.37], [5.85, -3.31, -2.42], [3.40, -3.23, -2.58], [1.67, -3.24, -1.10], [-0.67, -3.49, -1.71], [-0.74, -1.72, -1.86], [-1.82, -2.49, 0.22], [-0.33, -3.26, 0.76], [0.85, -1.10, 0.76], [-0.61, -0.27, 0.19], [-2.68, -1.14, 1.79], [-2.08, 0.53, 1.93], [-3.36, -0.05, 3.95], [-2.37, -1.52, 4.19], [0.47, 0.49, 5.01], [-0.10, -1.20, 4.81], [1.28, -0.58, 2.88], [0.27, 0.87, 2.58]], "lowdin_charge": [0.061, -0.510, 0.135, -0.246, -0.035, -0.008, -0.269, -0.044, -0.144, -0.206, -0.043, -0.081, -0.099, -0.092, -0.034, 0.003, -0.026, 0.165, -0.147, 0.001, -0.070, -0.090, -0.043, -0.076, -0.438, 0.048, 0.076, -0.176, -0.142, -0.190, -0.154, -0.162, -0.192, -0.131, -0.195, -0.160, 0.150, 0.118, 0.125, 0.139, 0.129, 0.115, 0.107, 0.106, 0.105, 0.118, 0.102, 0.120, 0.086, 0.101, 0.106, 0.100, 0.112, 0.143, 0.121, 0.106, 0.088, 0.116, 0.115, 0.125, 0.108, 0.119, 0.125, 0.127, 0.125, 0.126, 0.128, 0.107]}

---

[4]
{"formula": "C2H15FeN2O6", "method": "wB97M-V/def2-TZVPD", "charge": 1, "lumo_ev": [-2.9, -3.0], "mol_weight_g_mol": 219.00, "e_tot_ev": -51966.1242, "homo_ev": [-11.06, -11.09], "spin_multiplicity": 5, "elements": ["Fe", "C", "O", "H", "H", "H", "C", "O", "N", "N", "H", "H", "H", "H", "O", "H", "H", "O", "H", "H", "O", "H", "H", "O", "H", "H"], "xyz": [[0.18, -0.28, -0.64], [-0.40, -1.16, -3.51], [0.20, -0.43, -2.50], [0.36, -1.64, -4.14], [-1.08, -1.94, -3.12], [-1.03, -0.52, -4.13], [0.20, 0.67, 2.42], [0.20, -0.22, 1.56], [1.25, 0.79, 3.28], [-0.81, 1.58, 2.51], [1.95, 0.07, 3.25], [1.15, 1.27, 4.16], [-0.95, 2.10, 3.36], [-1.58, 1.42, 1.89], [-1.35, 1.52, -0.58], [-2.26, 1.44, -0.89], [-1.14, 2.46, -0.67], [1.74, 1.23, -0.49], [2.62, 0.84, -0.50], [1.89, 2.18, -0.54], [1.31, -2.02, -0.16], [1.66, -2.11, 0.74], [1.81, -2.62, -0.72], [-1.66, -1.37, -0.35], [-1.84, -2.32, -0.32], [-2.41, -0.95, 0.08]], "lowdin_charge": [0.727, -0.250, -0.400, 0.070, 0.060, 0.071, -0.603, -0.043, 0.188, 0.188, 0.116, 0.115, 0.115, 0.094, -0.034, 0.082, 0.084, -0.027, 0.087, 0.090, -0.038, 0.075, 0.097, -0.035, 0.096, 0.076]}